1.
{"formula": "C19H33Cl2N4O3", "method": "wB97M-V/def2-TZVPD", "total_charge": 1, "largest_force_ev_per_a": 3.00, "homo_energy_ev": -11.4, "species": ["C", "C", "C", "N", "C", "C", "C", "C", "C", "C", "N", "C", "C", "C", "C", "N", "O", "C", "C", "C", "Cl", "C", "C", "Cl", "H", "H", "H", "H", "H", "H", "H", "H", "H", "H", "H", "H", "H", "H", "H", "H", "H", "H", "H", "H", "H", "H", "H", "H", "H", "H", "H", "H", "H", "H", "C", "N", "O", "O", "H", "H", "H"], "coordinates": [[-0.78, -2.22, 4.18], [0.72, -1.92, 3.70], [0.76, -1.48, 2.23], [0.80, -0.12, 2.01], [0.85, 0.44, 0.77], [0.85, 2.01, 0.73], [-0.60, 2.54, 1.00], [-1.67, 2.07, -0.05], [-3.10, 2.13, 0.64], [-4.16, 1.89, -0.50], [-4.04, 0.52, -1.04], [0.90, -0.39, -0.40], [0.96, 0.20, -1.84], [2.08, -0.43, -2.75], [3.50, 0.01, -2.24], [4.24, -0.81, -1.29], [3.96, 1.05, -2.66], [0.85, -1.83, -0.20], [0.75, -2.43, 1.15], [0.72, -3.97, 1.17], [0.50, -4.85, 2.72], [-0.39, -4.56, 0.16], [0.22, -4.94, -1.25], [-1.88, -3.54, 0.06], [-1.45, -1.70, 3.45], [-0.94, -1.68, 5.15], [-0.99, -3.31, 4.28], [1.43, -2.73, 3.98], [1.03, -1.03, 4.32], [0.80, 0.49, 2.83], [1.35, 2.42, -0.18], [1.48, 2.32, 1.61], [-0.66, 3.66, 1.10], [-0.91, 2.14, 2.01], [-1.53, 1.02, -0.41], [-1.74, 2.73, -0.97], [-3.27, 3.12, 1.14], [-3.13, 1.27, 1.36], [-5.21, 2.08, -0.14], [-3.97, 2.60, -1.34], [-4.41, 0.48, -1.99], [-4.57, -0.16, -0.50], [-0.05, 0.16, -2.34], [1.20, 1.29, -1.76], [1.98, -1.54, -2.71], [1.95, -0.13, -3.82], [4.79, -0.17, -0.70], [4.96, -1.30, -1.84], [0.89, -2.45, -1.12], [1.69, -4.32, 0.73], [-0.72, -5.54, 0.60], [-0.04, -4.20, -2.05], [-0.16, -5.94, -1.60], [1.34, -5.03, -1.23], [1.03, 5.27, -2.18], [-0.39, 5.01, -1.83], [-1.04, 4.30, -2.58], [-0.81, 5.53, -0.82], [1.26, 4.74, -3.10], [1.15, 6.34, -2.31], [1.64, 4.90, -1.36]], "lowdin_charge": [-0.086, -0.188, -0.134, 0.178, -0.120, -0.102, -0.183, -0.203, -0.182, -0.281, -0.023, -0.097, -0.119, -0.093, -0.464, 0.093, 0.091, 0.088, -0.129, -0.607, 0.711, -0.716, -0.116, 0.627, 0.082, 0.082, 0.042, 0.094, 0.113, 0.177, 0.104, 0.127, 0.117, 0.110, 0.094, 0.091, 0.118, 0.108, 0.109, 0.116, 0.067, 0.067, 0.140, 0.104, 0.103, 0.133, 0.089, 0.099, 0.109, 0.116, 0.078, 0.071, 0.092, 0.084, 0.051, -0.442, 0.054, 0.063, 0.097, 0.106, 0.093]}


2.
{"formula": "C5H17N2O", "method": "wB97M-V/def2-TZVPD", "total_charge": 1, "largest_force_ev_per_a": 1.38, "homo_energy_ev": -13.3, "relative_energy_kcal_mol": 11.12, "species": ["N", "C", "C", "C", "N", "C", "C", "H", "H", "H", "H", "H", "H", "H", "H", "H", "H", "H", "H", "H", "H", "H", "H", "H", "O"], "coordinates": [[-1.17, 0.94, -0.22], [-1.08, -0.45, 0.31], [-2.24, -1.29, -0.24], [0.32, -0.99, -0.03], [1.32, 0.06, -0.05], [2.35, -0.04, -1.08], [3.38, -1.15, -0.90], [-1.92, 1.47, 0.23], [-0.27, 1.42, -0.03], [-1.28, 0.94, -1.23], [-1.17, -0.38, 1.39], [-2.52, -2.03, 0.50], [-1.91, -1.80, -1.15], [-3.08, -0.66, -0.51], [0.48, -1.85, 0.62], [0.23, -1.48, -1.01], [1.81, 0.01, 0.84], [1.99, -0.05, -2.11], [2.84, 0.93, -1.06], [4.40, -0.84, -1.15], [3.15, -2.10, -1.39], [3.53, -1.39, 0.16], [-1.92, 3.10, 2.41], [-2.97, 1.95, 2.46], [-2.33, 2.40, 1.89]], "lowdin_charge": [0.182, -0.332, -0.020, -0.185, -0.084, -0.278, -0.088, 0.116, 0.153, 0.173, 0.146, 0.094, 0.088, 0.087, 0.136, 0.127, 0.121, 0.119, 0.109, 0.081, 0.075, 0.078, 0.069, 0.071, -0.039]}


Number 1: energy -2108.55639 Eh. Number 2: energy -385.22302 Eh.